Entry 1:
18
Properties=species:S:1:pos:R:3 method="wB97M-V/def2-TZVPD" de_lowest_ev=2.077 e_tot_ev=-11384.826 lumo_ev=0.799 smiles="CNC(=O)CNCO" total_charge=0 homo_energy_ev=-8.97
C -0.90 0.04 -1.94
N 0.40 0.70 -1.77
C 1.10 0.83 -0.60
O 2.31 0.76 -0.60
C 0.29 1.07 0.70
N 0.48 0.03 1.66
C 0.11 -1.34 1.41
O -1.27 -1.54 1.22
H -0.81 -0.77 -2.65
H -1.31 -0.20 -0.98
H -1.59 0.72 -2.48
H 0.97 0.65 -2.58
H -0.73 1.25 0.37
H 0.64 2.02 1.10
H 0.90 0.20 2.55
H 0.68 -1.85 0.63
H 0.41 -1.81 2.36
H -1.68 -0.77 1.60



Entry 2:
56
Properties=species:S:1:pos:R:3 method="wB97M-V/def2-TZVPD" de_lowest_ev=0.748 e_tot_ev=-59139.438 lumo_ev="-4.824 / -4.787" total_charge=+1 homo_energy_ev="-10.08 / -10.09"
Ir 0.50 0.32 0.33
I 4.48 -5.00 3.43
C 3.63 -3.17 3.03
C 2.80 -2.58 3.99
C 2.17 -1.40 3.69
I 0.90 -0.53 5.06
C 2.33 -0.78 2.41
O 1.62 0.27 2.15
C 3.23 -1.37 1.49
C 3.50 -0.76 0.14
N 2.62 0.38 -0.13
C 2.73 0.89 -1.49
C 1.77 2.04 -1.58
C 1.87 3.04 -2.52
C 0.96 4.08 -2.50
C -0.03 4.09 -1.52
C -0.09 3.04 -0.62
N 0.79 2.02 -0.66
C 3.85 -2.56 1.80
H 2.64 -3.06 4.95
H 3.35 -1.51 -0.64
H 4.55 -0.44 0.10
H 2.87 1.11 0.54
H 2.46 0.10 -2.20
H 3.75 1.21 -1.73
H 2.67 3.02 -3.25
H 1.01 4.88 -3.22
H -0.74 4.89 -1.44
H -0.83 3.00 0.15
H 4.49 -3.04 1.07
C -3.59 -0.43 -2.44
N -2.47 -0.38 -1.51
C -1.22 -0.91 -2.03
C -2.55 0.27 -0.34
N -1.49 0.68 0.34
N -3.81 0.56 0.13
C -4.81 -0.49 0.24
C -4.02 1.70 1.00
H -3.20 -0.24 -3.44
H -4.32 0.34 -2.20
H -4.07 -1.40 -2.44
H -1.44 -1.76 -2.67
H -0.58 -1.28 -1.24
H -0.70 -0.15 -2.62
H -1.78 1.06 1.24
H -4.43 -1.42 -0.18
H -5.74 -0.22 -0.26
H -5.03 -0.67 1.30
H -3.35 2.52 0.72
H -3.88 1.46 2.06
H -5.04 2.05 0.86
F 1.23 -2.22 -0.43
B 0.34 -2.78 0.52
F -0.16 -1.55 1.23
F -0.73 -3.36 -0.10
F 0.99 -3.57 1.41